Formula: C46H59N5NaO3Se
Source: the Open Molecules 2025 dataset
Level of theory: the ωB97M-V functional and the def2-TZVPD basis

Summary:
LUMO   1.90 eV
E_HOMO   -3.93 eV
M   832.0 u
Largest force on an atom   0.9 eV/A
Relative energy (zero: lowest compared OMol25 entry of this formula, charge and spin)   16.7 kcal per mole
Frontier orbital gap   5.8 eV
Total charge   -1
2S+1   1

XYZ file:
```
115
C46H59N5NaO3Se, DFT the ωB97M-V functional and the def2-TZVPD basis
Na 1.340 1.246 0.382
N -0.763 3.379 3.100
C 0.355 2.749 2.679
N 1.099 3.114 1.699
C 0.696 4.214 0.932
N 1.195 4.538 -0.195
N 2.275 3.775 -0.652
C 2.033 3.167 -1.739
C 3.110 2.433 -2.448
C 3.072 2.422 -3.840
C 4.056 1.737 -4.531
C 5.035 1.081 -3.801
C 4.977 1.145 -2.415
N 4.042 1.801 -1.741
C -0.430 5.038 1.432
C -0.812 6.235 0.829
C -1.920 6.925 1.277
C -2.674 6.420 2.337
C -2.308 5.241 2.952
C -1.179 4.561 2.497
H -1.333 2.945 3.805
H 0.625 1.860 3.242
H 1.042 3.177 -2.194
H 2.275 2.936 -4.362
H 4.052 1.707 -5.613
H 5.818 0.515 -4.286
H 5.722 0.627 -1.819
H -0.229 6.586 -0.011
H -2.213 7.850 0.798
H -3.553 6.951 2.680
H -2.886 4.836 3.774
C -3.042 -1.187 -5.468
C -3.582 -1.456 -4.059
C -3.419 -2.949 -3.741
C -5.076 -1.132 -4.055
C -2.812 -0.625 -3.033
C -1.448 -0.830 -2.856
C -0.708 -0.106 -1.940
Se 1.150 -0.540 -1.698
C 0.979 -1.912 -0.342
C 0.501 -3.146 -0.737
C 0.291 -4.185 0.160
C 0.605 -3.927 1.492
C 1.095 -2.710 1.948
C 1.307 -1.634 1.023
O 1.755 -0.487 1.413
C 1.377 -2.486 3.437
C 0.477 -1.362 3.973
C 2.850 -2.112 3.645
C 1.100 -3.730 4.284
C -0.259 -5.521 -0.335
C 0.708 -6.145 -1.350
C -1.618 -5.300 -1.013
C -0.458 -6.522 0.803
C -1.294 0.928 -1.142
O -0.601 1.625 -0.312
C -2.704 1.124 -1.311
C -3.399 0.356 -2.235
C -3.406 2.190 -0.467
C -2.847 3.578 -0.811
C -3.190 1.894 1.026
C -4.917 2.231 -0.704
H -3.567 -1.800 -6.207
H -1.977 -1.414 -5.533
H -3.173 -0.136 -5.736
H -3.990 -3.563 -4.444
H -3.763 -3.167 -2.729
H -2.374 -3.255 -3.803
H -5.588 -1.750 -4.797
H -5.262 -0.086 -4.306
H -5.531 -1.330 -3.083
H -0.933 -1.587 -3.439
H 0.273 -3.288 -1.789
H 0.451 -4.713 2.217
H 0.609 -0.466 3.370
H 0.726 -1.141 5.016
H -0.572 -1.665 3.928
H 3.097 -1.225 3.069
H 3.497 -2.932 3.320
H 3.047 -1.922 4.706
H 0.056 -4.046 4.225
H 1.318 -3.502 5.331
H 1.727 -4.575 3.991
H 0.892 -5.471 -2.187
H 0.300 -7.079 -1.748
H 1.671 -6.358 -0.881
H -1.538 -4.613 -1.855
H -2.333 -4.870 -0.309
H -2.026 -6.245 -1.386
H 0.483 -6.755 1.305
H -0.865 -7.454 0.403
H -1.156 -6.148 1.555
H -4.460 0.532 -2.343
H -1.771 3.607 -0.655
H -3.325 4.346 -0.192
H -3.047 3.811 -1.860
H -2.130 1.781 1.244
H -3.705 0.972 1.308
H -3.604 2.711 1.629
H -5.165 2.501 -1.733
H -5.363 2.984 -0.048
H -5.389 1.271 -0.480
C 5.033 1.248 3.720
C 5.601 0.235 2.705
C 4.897 0.614 1.387
O 4.306 1.892 1.609
C 3.868 1.868 2.953
H 5.774 2.016 3.952
H 4.721 0.782 4.655
H 5.363 -0.789 2.988
H 6.686 0.314 2.629
H 4.115 -0.108 1.134
H 5.577 0.720 0.542
H 2.974 1.234 3.040
H 3.614 2.885 3.249
```